{
  "formula": "C19H27BO18",
  "method": "wB97M-V/def2-TZVPD",
  "species": ["O", "C", "O", "C", "C", "C", "C", "O", "C", "C", "B", "O", "O", "O", "H", "H", "H", "H", "H", "H", "H", "H", "H", "H", "H", "O", "C", "O", "C", "C", "O", "H", "H", "H", "H", "O", "C", "O", "C", "C", "O", "H", "H", "H", "H", "O", "C", "O", "C", "C", "O", "H", "H", "H", "H", "O", "C", "O", "C", "C", "O", "H", "H", "H", "H"],
  "xyz": [[3.57, -0.57, 3.53], [3.16, -0.42, 2.43], [2.91, -1.39, 1.55], [2.00, -0.88, 0.51], [0.77, -1.78, 0.42], [0.57, -2.29, -1.01], [0.70, -3.84, -1.23], [1.61, -2.67, -1.79], [1.83, 0.61, 0.92], [0.51, 1.10, 1.49], [0.22, 0.52, 2.94], [0.10, 1.42, 3.97], [0.10, -0.84, 3.18], [2.88, 0.80, 1.89], [2.58, -0.92, -0.42], [0.93, -2.65, 1.05], [-0.13, -1.25, 0.70], [-0.25, -1.85, -1.57], [1.11, -4.67, -1.79], [-0.21, -3.82, -1.88], [2.06, 1.20, 0.03], [-0.29, 0.95, 0.76], [0.59, 2.19, 1.62], [0.64, 1.20, 4.74], [0.66, -1.11, 3.93], [-2.95, -1.34, -2.48], [-2.56, -1.77, -3.52], [-1.73, -2.84, -3.64], [-1.64, -3.20, -5.02], [-2.01, -1.90, -5.71], [-2.86, -1.27, -4.74], [-0.64, -3.55, -5.26], [-2.35, -4.00, -5.22], [-1.14, -1.26, -5.89], [-2.54, -2.03, -6.64], [-1.31, 0.84, -7.21], [-2.45, 1.14, -7.38], [-2.93, 2.40, -7.30], [-4.28, 2.41, -7.77], [-4.69, 0.96, -7.56], [-3.44, 0.27, -7.68], [-4.86, 3.12, -7.20], [-4.28, 2.69, -8.82], [-5.10, 0.78, -6.56], [-5.39, 0.59, -8.31], [-3.98, 0.73, 8.34], [-3.51, 0.43, 7.29], [-2.53, -0.49, 7.11], [-2.40, -0.74, 5.71], [-2.96, 0.53, 5.10], [-3.89, 0.97, 6.10], [-1.36, -0.92, 5.44], [-3.00, -1.62, 5.45], [-2.20, 1.30, 4.96], [-3.47, 0.36, 4.16], [6.28, 4.81, 5.63], [6.15, 3.93, 4.83], [7.10, 3.02, 4.52], [6.51, 2.00, 3.71], [5.32, 2.73, 3.10], [5.03, 3.71, 4.11], [7.23, 1.65, 2.97], [6.20, 1.17, 4.34], [5.57, 3.25, 2.18], [4.46, 2.09, 2.94]],
  "mulliken_charge": [-0.57, 0.56, -0.44, 0.46, -0.89, 0.71, -1.07, -0.55, -0.02, -1.23, 0.36, -0.60, -0.43, -0.35, 0.60, 0.24, 0.30, 0.21, 0.45, 0.19, 0.47, 0.48, 0.42, 0.31, 0.29, -0.56, 0.60, -0.31, -0.31, -0.38, -0.28, 0.33, 0.24, 0.30, 0.32, -0.53, 0.71, -0.33, -0.34, -0.30, -0.29, 0.30, 0.26, 0.25, 0.29, -0.51, 0.60, -0.36, 0.05, -0.14, -0.36, -0.02, 0.27, 0.21, 0.30, -0.52, 0.65, -0.35, -0.35, 0.44, -0.33, 0.33, 0.28, 0.20, -0.25],
  "relative_energy_kcal_mol": 0.0,
  "smiles": "O=C1O[C@@H](C[C@@H]2CO2)[C@@H](CB(O)O)O1.O=C1OCCO1.O=C1OCCO1.O=C1OCCO1.O=C1OCCO1",
  "lumo_ev": 0.14,
  "orbital_gap_ev": 9.67,
  "homo_ha": -0.350
}